Here is a 8-piece molecular cluster, C28H72O22P4 overall in a non-equilibrium geometry from the Open Molecules 2025 dataset. Energies are from wB97M-V/def2-TZVPD.

Last column: Mulliken charge in e.
Atoms and positions in Å:
C -7.0738 10.3182 0.0224  -0.72
O -6.8450 9.1618 0.7836  -0.26
P -5.3464 8.4627 1.0076  0.96
O -4.3689 8.5290 -0.1265  -0.67
O -4.8238 9.1677 2.3689  -0.32
C -5.3565 8.8842 3.6923  -0.59
O -5.7856 7.0022 1.5232  -0.30
C -4.9286 5.8353 1.5626  -0.65
H -6.3398 10.3210 -0.7835  0.33
H -6.7882 11.1752 0.6324  0.28
H -8.0221 10.2577 -0.5115  0.25
H -5.4138 9.7817 4.3082  0.28
H -4.7853 8.1296 4.2330  0.25
H -6.2882 8.3361 3.5527  0.31
H -5.1178 5.3806 2.5350  0.28
H -3.8679 6.0847 1.5342  0.31
H -5.1390 5.1007 0.7852  0.26
C 7.7662 0.0035 -1.6688  -0.71
O 7.9248 0.9492 -2.7221  -0.29
P 6.7150 1.9502 -2.9734  0.96
O 5.4442 1.3618 -3.4653  -0.62
O 7.2876 3.0890 -4.0181  -0.32
C 8.1466 2.6963 -5.0897  -0.70
O 6.6383 2.6981 -1.5425  -0.25
C 6.0721 3.9683 -1.4442  -0.70
H 8.4260 0.1875 -0.8209  0.27
H 8.1180 -0.9907 -1.9444  0.29
H 6.7378 -0.1457 -1.3398  0.33
H 9.1498 3.0919 -4.9313  0.29
H 7.9160 3.0563 -6.0924  0.30
H 8.2693 1.6350 -5.3055  0.29
H 6.8292 4.5718 -0.9435  0.27
H 5.2635 3.9802 -0.7134  0.28
H 5.8480 4.5559 -2.3345  0.31
C 1.7509 -7.8936 -5.8409  -0.62
O 3.1568 -7.7931 -6.0371  -0.35
P 3.9643 -6.7740 -5.1087  1.01
O 5.4340 -6.9031 -5.1356  -0.70
O 3.3802 -6.9710 -3.5946  -0.27
C 4.2531 -6.8789 -2.4134  -0.60
O 3.4403 -5.3063 -5.5753  -0.25
C 4.0808 -4.0842 -5.1470  -0.62
H 1.3605 -7.0752 -5.2360  0.29
H 1.4113 -8.8621 -5.4739  0.26
H 1.2485 -7.8345 -6.8064  0.27
H 4.6245 -7.9035 -2.4296  0.28
H 3.5381 -6.7443 -1.6017  0.23
H 5.0206 -6.1056 -2.4466  0.28
H 4.8836 -3.7919 -5.8238  0.28
H 4.5927 -4.1114 -4.1850  0.22
H 3.3298 -3.3163 -4.9619  0.28
C 1.7581 1.8946 6.3682  -0.63
O 0.8759 2.9821 6.1841  -0.32
P 1.5320 4.3473 5.6519  1.12
O 2.5602 4.3016 4.5508  -0.67
O 0.1766 5.1927 5.3222  -0.35
C 0.2616 6.4471 4.6075  -0.63
O 2.1342 5.1338 6.9845  -0.34
C 3.2865 5.9460 6.8504  -0.74
H 1.6074 1.1323 5.6038  0.23
H 1.3765 1.5203 7.3181  0.27
H 2.8122 2.1378 6.5013  0.32
H 1.2608 6.8453 4.4307  0.31
H -0.4475 7.1106 5.1025  0.26
H -0.2236 6.2757 3.6466  0.26
H 2.9629 6.9867 6.8299  0.28
H 3.8822 5.7810 5.9527  0.33
H 4.0538 5.6865 7.5797  0.30
C -3.1881 -7.3657 5.5700  -0.72
O -1.9548 -6.9955 4.9530  -0.31
C -1.4494 -5.6645 5.2252  -0.64
C -0.3620 -5.2683 4.2944  -0.29
O 0.9430 -5.7626 4.6705  -0.33
C 2.0190 -5.0339 4.0827  -0.66
H -2.9549 -7.5485 6.6190  0.29
H -3.4891 -8.3012 5.0985  0.25
H -4.0621 -6.7272 5.4411  0.28
H -1.1495 -5.7022 6.2724  0.34
H -2.2539 -4.9290 5.2318  0.37
H -0.2872 -4.1833 4.3667  0.35
H -0.5892 -5.6933 3.3167  0.26
H 1.8409 -3.9651 3.9643  0.27
H 2.2181 -5.4056 3.0775  0.26
H 2.9455 -5.1488 4.6453  0.26
C 0.6815 -2.1313 -0.2597  -0.76
O 0.1592 -0.9950 0.3772  -0.20
C 0.8275 0.2114 0.1382  -0.50
C 0.0846 1.4118 0.6799  -0.51
O -1.2230 1.7111 0.1655  -0.31
C -1.3294 1.9296 -1.2132  -0.71
H 1.7444 -2.2538 -0.0518  0.30
H 0.5918 -1.9634 -1.3329  0.32
H 0.1011 -3.0234 -0.0242  0.24
H 1.1537 0.3915 -0.8862  0.35
H 1.8168 0.2223 0.5957  0.36
H 0.6437 2.3326 0.5139  0.38
H 0.0872 1.3220 1.7662  0.25
H -2.3183 1.5859 -1.5167  0.24
H -0.6092 1.3467 -1.7873  0.26
H -1.3368 2.9295 -1.6471  0.30
C -1.8503 -1.0498 -6.5799  -0.45
C -1.9166 -2.4584 -6.1306  -0.47
C -2.8756 -3.1704 -7.0503  -0.46
O -3.6406 -2.1106 -7.5717  -0.41
C -3.0266 -0.8798 -7.4884  -0.39
H -0.9213 -1.1493 -7.1414  0.24
H -1.8375 -0.3668 -5.7306  0.26
H -2.3762 -2.4916 -5.1428  0.20
H -0.9612 -2.9797 -6.0711  0.33
H -3.3028 -3.9773 -6.4548  0.33
H -2.2961 -3.6241 -7.8542  0.28
H -3.7640 -0.2716 -6.9646  0.28
H -2.7334 -0.5695 -8.4913  0.26
C -6.1876 -3.4685 0.4315  -0.47
C -5.9816 -1.9309 0.5659  -0.49
C -5.3695 -1.7031 2.0003  -0.36
O -5.2110 -2.9932 2.5481  -0.40
C -5.1741 -3.8955 1.4746  -0.45
H -5.9061 -3.8463 -0.5515  0.31
H -7.1787 -3.7991 0.7421  0.26
H -6.9991 -1.5709 0.4133  0.28
H -5.3779 -1.7609 -0.3256  0.26
H -6.0646 -1.0775 2.5603  0.28
H -4.3713 -1.2696 1.9384  0.22
H -5.4051 -4.8138 2.0145  0.30
H -4.1739 -4.0642 1.0755  0.24

Forces on the atoms, in the same order (eV/Å):
1.9 0.1 -1.1
1.6 -2.6 1.0
-0.4 0.5 -0.3
-1.7 0.1 2.0
0.2 -0.1 -0.2
-0.4 -1.1 -0.8
0.0 0.5 -0.8
0.2 0.2 0.6
0.1 0.1 -0.3
-1.0 0.3 -0.1
-0.3 0.3 0.8
-0.2 0.0 -0.5
0.8 0.2 -0.2
-0.5 0.7 0.2
-0.1 -0.1 -0.1
-0.1 0.2 -0.2
-0.3 0.4 -0.1
0.4 -1.4 0.7
-0.2 0.3 0.0
-1.0 0.8 -1.0
1.3 0.4 0.8
-0.1 -1.5 0.9
1.3 -0.2 -0.9
0.3 -1.3 -2.0
0.3 2.1 1.7
-0.2 0.9 0.0
-0.1 0.1 -0.9
0.0 0.4 -0.1
0.0 0.0 0.5
-1.1 0.7 0.4
-0.4 -0.3 0.9
0.2 0.2 0.0
-0.4 -0.3 -0.5
-0.3 -0.8 -0.4
-1.3 0.1 -0.7
0.4 0.8 1.0
1.1 0.9 1.2
-0.9 -0.1 -0.3
0.0 1.0 -1.5
-1.1 -1.3 -1.0
0.1 -0.7 0.4
0.4 -0.1 0.6
0.1 -0.2 0.2
0.6 0.0 0.5
0.3 0.3 -0.2
0.8 0.4 0.9
0.3 0.1 0.1
-0.2 -0.2 -0.3
-0.5 0.0 -0.4
-0.1 -0.9 0.3
-0.1 -0.1 -0.8
-0.4 -1.2 1.3
0.5 2.5 -1.1
0.6 1.9 -0.8
-1.8 -0.3 1.8
1.6 -1.0 0.4
-1.2 -0.5 -0.4
-0.8 -1.7 -1.3
1.0 0.2 -0.6
0.1 0.2 -0.1
0.5 -0.6 0.0
-0.1 0.3 -0.3
0.0 -0.1 0.4
0.6 0.3 0.3
0.4 -0.1 -0.3
0.3 0.0 0.5
-0.7 -0.2 -0.6
-0.6 0.3 0.8
1.0 -0.5 -0.1
-0.3 0.9 -1.0
-1.1 -1.6 1.5
1.3 -0.3 0.2
0.0 0.5 0.4
-0.3 -0.4 -0.5
-0.5 0.0 0.3
0.2 -0.1 0.1
0.3 0.7 0.0
0.6 0.3 0.2
-0.2 0.1 -0.6
-0.2 0.2 -0.7
-0.2 0.6 -0.4
-0.4 0.2 0.3
0.0 -0.1 -0.2
-0.3 -0.2 0.3
0.2 0.7 -0.9
-0.7 0.1 0.6
0.7 0.3 -0.4
-0.1 0.9 -0.2
0.2 -0.3 0.8
-0.5 -0.9 -1.0
0.1 -0.3 0.3
0.1 -0.2 -0.4
0.1 0.2 0.4
-0.7 -0.4 -0.7
0.2 -0.1 0.7
0.8 -0.2 -0.2
-0.9 -0.1 0.0
-0.1 -0.4 0.1
0.1 -0.1 0.0
0.6 0.7 0.9
1.8 -0.2 -0.4
-0.6 -1.5 2.2
2.0 0.6 -0.4
-2.3 -2.5 -0.4
-0.2 0.5 0.6
0.2 1.6 -0.1
0.4 0.2 -0.4
0.2 -0.2 0.3
0.1 0.2 0.1
-1.2 0.3 -0.5
-0.1 -0.3 -0.3
0.0 0.8 -0.7
-0.2 0.5 0.1
0.9 0.1 1.3
-0.9 -1.2 -0.6
-0.2 0.1 -1.8
-0.4 0.7 0.2
-0.1 -2.1 1.0
-0.3 0.0 0.0
0.0 0.0 -0.2
0.4 1.0 0.1
0.3 1.1 0.5
0.3 -0.2 0.4
-0.1 0.5 -0.1
-0.2 -0.5 -0.5
0.3 0.5 -0.2

Results
SMILES string: COP(=O)(OC)OC.COP(=O)(OC)OC.COP(=O)(OC)OC.COP(=O)(OC)OC.C1CCOC1.C1CCOC1.COCCOC.COCCOC
Energy, Ha: -4130.79678
HOMO, Eh: -0.35149
Orbital gap, eV: 9.7
LUMO energy, eV: 0.10